[1]
{"formula": "C14H26NO7P", "method": "ωB97M-V/def2-TZVPD", "species": ["N", "P", "O", "O", "C", "C", "C", "O", "C", "C", "O", "C", "O", "H", "H", "H", "H", "H", "H", "C", "C", "O", "C", "C", "H", "H", "H", "H", "H", "H", "H", "H", "H", "H", "C", "C", "O", "C", "C", "H", "H", "H", "H", "H", "H", "H", "H", "H", "H"], "coordinates": [[-3.773, 3.509, 1.474], [-4.537, 2.465, 0.627], [-4.928, 1.140, 1.449], [-5.911, 2.983, -0.002], [-3.482, 1.859, -0.699], [-2.458, 2.599, -1.103], [-1.589, 2.009, -2.174], [-1.165, 2.668, -3.090], [-1.370, 0.553, -2.019], [-2.388, -0.191, -1.610], [-2.343, -1.519, -1.441], [-3.681, 0.531, -1.350], [-4.766, 0.101, -1.677], [-4.236, 4.406, 1.497], [-4.136, 0.596, 1.508], [-6.534, 3.097, 0.723], [-2.248, 3.557, -0.661], [-0.402, 0.130, -2.218], [-2.977, -1.757, -0.760], [1.116, -2.098, 1.093], [0.289, -1.677, 2.294], [-1.063, -2.104, 2.228], [-1.263, -3.503, 2.132], [-0.700, -4.295, 3.299], [0.671, -1.721, 0.171], [2.131, -1.707, 1.173], [1.186, -3.183, 1.007], [0.248, -0.589, 2.351], [0.756, -2.020, 3.224], [-0.865, -3.875, 1.181], [-2.344, -3.640, 2.092], [0.384, -4.198, 3.375], [-0.932, -5.353, 3.179], [-1.132, -3.947, 4.238], [2.925, 2.007, -2.225], [3.145, 1.296, -0.904], [3.691, -0.001, -1.037], [4.967, -0.088, -1.642], [6.055, 0.670, -0.901], [2.272, 1.413, -2.867], [2.457, 2.978, -2.058], [3.855, 2.174, -2.769], [2.181, 1.158, -0.410], [3.758, 1.902, -0.226], [4.917, 0.233, -2.688], [5.210, -1.150, -1.652], [5.860, 1.743, -0.871], [7.017, 0.520, -1.392], [6.131, 0.318, 0.129]], "smiles": "N=P(O)(O)C1=CC(=O)C=C(O)C1=O.CCOCC.CCOCC", "e_above_lowest_kcal_mol": 0.0}


[2]
{"formula": "C22H28BrCl18F3O5P2S", "method": "ωB97M-V/def2-TZVPD", "species": ["C", "P", "C", "C", "C", "C", "O", "C", "C", "P", "O", "Br", "C", "C", "C", "S", "O", "O", "C", "F", "F", "F", "C", "C", "O", "H", "H", "H", "H", "H", "H", "H", "H", "H", "H", "C", "Cl", "Cl", "H", "H", "C", "Cl", "Cl", "H", "H", "C", "Cl", "Cl", "H", "H", "C", "Cl", "Cl", "H", "H", "C", "Cl", "Cl", "H", "H", "C", "Cl", "Cl", "H", "H", "C", "Cl", "Cl", "H", "H", "C", "Cl", "Cl", "H", "H", "C", "Cl", "Cl", "H", "H"], "coordinates": [[0.542, -1.304, 0.903], [1.737, -1.786, -0.454], [0.987, -3.295, -1.184], [1.656, -0.381, -1.665], [2.520, 0.637, -1.685], [2.396, 1.772, -2.655], [2.864, 2.855, -2.404], [1.636, 1.500, -3.930], [1.799, 2.275, -5.087], [2.936, 3.740, -5.149], [2.717, 4.289, -6.692], [1.925, 5.346, -3.929], [1.079, 1.957, -6.240], [0.208, 0.875, -6.303], [0.044, 0.122, -5.140], [-1.094, -1.264, -5.288], [-1.436, -1.487, -6.667], [-0.537, -2.441, -4.683], [-2.653, -0.722, -4.400], [-3.645, -0.552, -5.271], [-2.419, 0.477, -3.831], [-3.020, -1.567, -3.452], [0.727, 0.431, -3.973], [0.545, -0.334, -2.690], [-0.496, -0.891, -2.438], [0.699, -1.869, 1.821], [-0.485, -1.356, 0.513], [0.749, -0.245, 1.089], [0.940, -4.038, -0.380], [-0.036, -3.170, -1.556], [1.589, -3.677, -2.015], [3.285, 0.608, -0.924], [1.897, 4.810, -6.708], [1.187, 2.563, -7.135], [-0.336, 0.599, -7.199], [-1.530, -3.419, 3.684], [-0.611, -4.515, 2.643], [-0.486, -2.190, 4.408], [-2.285, -2.925, 3.088], [-1.997, -3.996, 4.473], [6.692, -0.302, -2.116], [5.028, 0.265, -1.838], [7.135, -1.572, -0.974], [6.762, -0.696, -3.124], [7.371, 0.534, -1.993], [-2.640, 0.911, 0.425], [-1.062, 1.187, -0.308], [-2.639, -0.603, 1.355], [-2.870, 1.738, 1.089], [-3.389, 0.843, -0.352], [1.866, 0.977, 5.578], [1.184, -0.130, 6.773], [2.299, 0.150, 4.076], [1.131, 1.740, 5.354], [2.759, 1.429, 5.997], [-4.608, -4.806, 1.731], [-4.781, -3.154, 2.340], [-3.737, -5.857, 2.857], [-5.601, -5.212, 1.577], [-4.065, -4.781, 0.793], [-3.626, 3.932, -4.399], [-2.568, 2.936, -5.406], [-2.729, 5.217, -3.585], [-4.385, 4.381, -5.030], [-4.088, 3.299, -3.650], [0.371, 1.328, 10.508], [-1.234, 0.951, 9.873], [1.230, 2.477, 9.476], [0.263, 1.761, 11.495], [0.949, 0.412, 10.562], [-6.000, 2.270, 1.056], [-5.988, 3.985, 1.469], [-5.336, 1.984, -0.561], [-5.397, 1.731, 1.780], [-7.022, 1.910, 1.079], [5.172, -1.747, 6.917], [4.283, -0.670, 8.004], [4.089, -2.631, 5.840], [5.854, -1.153, 6.319], [5.726, -2.462, 7.516]], "smiles": "CP(C)C1=CC(=O)c2c(P(O)Br)ccc(S(=O)(=O)C(F)(F)F)c2C1=O.ClCCl.ClCCl.ClCCl.ClCCl.ClCCl.ClCCl.ClCCl.ClCCl.ClCCl"}


Number 1: gap between HOMO and LUMO 8.19 eV. Number 2: gap between HOMO and LUMO 6.78 eV.